Arrangement a

Density functional theory data (the ωB97M-V functional and the def2-TZVPD basis) for 2 unconnected molecules or ions with the total composition C5H12N3.

ORCA input file:
```
! wB97M-V def2-TZVPD RIJCOSX def2/J DEFGRID3
* xyz 1 1
C -2.049 0.573 0.572
C -3.216 0.893 -0.272
C 3.031 0.907 -0.102
C 0.377 -2.446 -0.022
C 1.900 1.581 0.043
N -0.985 0.085 0.126
N 0.869 -1.101 -0.174
N 0.213 -0.030 -0.027
H -2.146 0.725 1.646
H -4.087 0.329 0.064
H -3.462 1.948 -0.145
H -3.030 0.690 -1.322
H 3.568 0.508 0.744
H 1.863 -0.902 -0.343
H 3.491 0.771 -1.066
H 0.468 -2.775 1.016
H 0.962 -3.114 -0.651
H -0.671 -2.495 -0.319
H 1.406 2.052 -0.789
H 1.498 1.800 1.020
*
```

Computed properties:
HOMO energy, eV: -13.3
Kohn-Sham gap, eV: 9.14
LUMO energy, eV: -4.173


Arrangement b

Density functional theory data (the ωB97M-V functional and the def2-TZVPD basis) for a gas-phase ion, C5H12N3 (charge +1).

ORCA input file:
```
! wB97M-V def2-TZVPD RIJCOSX def2/J DEFGRID3
* xyz 1 1
C -0.629 -1.188 0.780
C 0.956 -0.842 -0.907
C 0.003 0.215 0.864
C 2.362 0.902 0.219
C -2.249 0.941 -0.179
N 1.301 -0.031 0.314
N -0.890 0.575 -0.296
N -0.552 -0.867 -0.707
H -0.017 -2.017 1.125
H -1.641 -1.365 1.074
H 1.097 -0.292 -1.822
H 1.287 -1.836 -0.840
H -0.147 0.776 1.799
H 2.165 1.879 -0.402
H 2.696 1.006 1.218
H 3.262 0.266 -0.299
H -2.411 1.686 0.677
H -2.543 1.429 -1.042
H -2.972 0.052 -0.181
H -1.077 -1.288 -1.397
*
```

Computed properties:
HOMO energy, eV: -13.3
Kohn-Sham gap, eV: 10.33
SMILES: CN1C[N@H+]2C[C@@H]1N2C
LUMO energy, eV: -3.007


Which of them is least stable? Easy: arrangement b.


Arrangement a

Density functional theory data (the ωB97M-V functional and the def2-TZVPD basis) for a single C3H4ClNS molecule.

ORCA input file:
```
! wB97M-V def2-TZVPD RIJCOSX def2/J DEFGRID3
* xyz 0 1
C -0.679 0.643 -0.119
C 1.603 -0.296 -0.112
C -1.720 -0.197 0.348
N 0.606 0.690 -0.343
S 3.268 0.349 -0.027
Cl -3.274 0.204 -0.093
H -1.142 1.560 -0.395
H 1.323 -0.852 0.725
H 1.576 -0.983 -0.912
H -1.559 -1.118 0.929
*
```

Computed properties:
HOMO energy (alpha / beta), eV: -9.5 / -8.7
Kohn-Sham gap (alpha / beta), eV: 8.18 / 6.73
LUMO energy (alpha / beta), eV: -1.357 / -1.965


Arrangement b

Density functional theory data (the ωB97M-V functional and the def2-TZVPD basis) for 2 unconnected molecules or ions with the total composition C3H4ClNS.

ORCA input file:
```
! wB97M-V def2-TZVPD RIJCOSX def2/J DEFGRID3
* xyz 0 1
C 2.718 -0.230 -1.254
C 1.437 -0.570 -1.073
C -0.697 -2.090 -1.438
N 0.804 0.564 -0.613
S 2.309 1.475 -0.662
Cl -1.437 -1.648 -0.010
H 3.693 -0.588 -1.133
H -0.457 -3.137 -1.406
H -0.749 -1.296 -2.157
H 0.013 0.827 -1.228
*
```

Computed properties:
HOMO energy, eV: -8.1
Kohn-Sham gap, eV: 6.99
LUMO energy, eV: -1.139


Which of them is least stable? Easy: arrangement b.


Arrangement a

Density functional theory data (the ωB97M-V functional and the def2-TZVPD basis) for a single C3H4ClNS molecule.

ORCA input file:
```
! wB97M-V def2-TZVPD RIJCOSX def2/J DEFGRID3
* xyz 0 1
C -0.685 -0.696 0.088
C 0.791 -0.475 -0.108
C 1.267 0.705 -0.506
H -0.894 1.172 0.946
H -2.340 0.369 0.707
H 0.515 1.399 -0.899
H 2.305 0.985 -0.686
N -1.379 0.430 0.475
S -1.472 -2.075 -0.259
Cl 1.891 -1.813 0.242
*
```

Computed properties:
HOMO energy, eV: -8.7
Kohn-Sham gap, eV: 8.43
SMILES: C=C(Cl)C(N)=S
LUMO energy, eV: -0.300


Arrangement b

Density functional theory data (the ωB97M-V functional and the def2-TZVPD basis) for a single C3H4ClNS molecule.

ORCA input file:
```
! wB97M-V def2-TZVPD RIJCOSX def2/J DEFGRID3
* xyz 0 1
C -0.114 0.684 -0.170
C -0.043 -0.739 -0.009
C 1.301 -1.307 -0.034
H -1.255 2.399 0.470
H -2.133 0.996 0.207
H 0.862 1.232 -0.065
H 1.276 -2.422 0.174
N -1.225 1.447 -0.247
S 2.734 -0.502 -0.161
Cl -1.402 -1.788 -0.163
*
```

Computed properties:
HOMO energy, eV: -8.4
Kohn-Sham gap, eV: 7.70
SMILES: N/C=C(\Cl)C=S
LUMO energy, eV: -0.669


Arrangement c

Density functional theory data (the ωB97M-V functional and the def2-TZVPD basis) for a single C3H4ClNS molecule.

ORCA input file:
```
! wB97M-V def2-TZVPD RIJCOSX def2/J DEFGRID3
* xyz 0 1
C -0.786 0.319 -0.035
C 0.671 0.373 -0.297
C 1.220 1.344 -0.828
H -0.140 1.697 1.568
H -1.962 1.628 1.207
H 0.797 2.122 -1.690
H 2.369 1.364 -0.844
N -1.031 1.555 0.795
S -1.935 -0.897 -0.280
Cl 1.793 -0.915 0.331
*
```

Computed properties:
HOMO energy, eV: -9.0
Kohn-Sham gap, eV: 8.21
SMILES: C=C(Cl)C(N)=S
LUMO energy, eV: -0.764


Which of them is least stable? Easy: arrangement c.


Arrangement a

Density functional theory data (the ωB97M-V functional and the def2-TZVPD basis) for a single C3H4ClNS molecule.

ORCA input file:
```
! wB97M-V def2-TZVPD RIJCOSX def2/J DEFGRID3
* xyz 0 1
C 0.559 -3.502 -0.733
C -0.147 0.269 0.332
C 0.666 -0.919 -0.127
N 1.096 -4.203 -1.462
S -0.234 -2.468 0.324
Cl 2.293 -0.905 0.626
H -0.293 0.237 1.409
H -1.119 0.262 -0.158
H 0.370 1.192 0.077
H 0.816 -0.936 -1.207
*
```

Computed properties:
HOMO energy, eV: -10.1
Kohn-Sham gap, eV: 10.62
SMILES: C[C@@H](Cl)SC#N
LUMO energy, eV: 0.537


Arrangement b

Density functional theory data (the ωB97M-V functional and the def2-TZVPD basis) for a single C3H4ClNS molecule.

ORCA input file:
```
! wB97M-V def2-TZVPD RIJCOSX def2/J DEFGRID3
* xyz 0 1
C -0.503 0.447 0.071
C 1.048 0.525 -0.141
C 1.888 -0.411 -0.174
H -3.640 -1.311 0.162
H -0.808 1.458 0.258
H 1.033 1.643 -0.286
H 1.662 -1.595 0.256
N -1.234 -0.609 -0.160
S -2.958 -0.025 -0.009
Cl 3.512 -0.121 0.023
*
```

Computed properties:
HOMO energy, eV: -9.0
Kohn-Sham gap, eV: 9.01
SMILES: S/N=C/C=C/Cl
LUMO energy, eV: 0.033


Which of them is least stable? Easy: arrangement b.


Arrangement a

Density functional theory data (the ωB97M-V functional and the def2-TZVPD basis) for 2 unconnected molecules or ions with the total composition CH4S3.

ORCA input file:
```
! wB97M-V def2-TZVPD RIJCOSX def2/J DEFGRID3
* xyz 0 1
C -0.088 0.047 0.009
S 4.488 1.608 0.287
S 4.737 -1.652 0.247
S 4.113 -0.048 -0.632
H 0.306 0.644 0.779
H 0.530 0.105 -0.808
H 0.111 -0.989 0.280
H -1.141 0.009 -0.237
*
```

Computed properties:
HOMO energy, eV: -9.8
Kohn-Sham gap, eV: 7.19
LUMO energy, eV: -2.561


Arrangement b

Density functional theory data (the ωB97M-V functional and the def2-TZVPD basis) for a single CH4S3 molecule.

ORCA input file:
```
! wB97M-V def2-TZVPD RIJCOSX def2/J DEFGRID3
* xyz 0 1
C -0.414 -0.014 -0.587
S 0.443 1.498 0.074
S -1.949 -0.320 0.285
S 0.689 -1.425 -0.576
H -0.591 0.243 -1.759
H -0.046 1.211 1.356
H -1.427 -1.103 1.347
H 1.682 -0.624 0.071
*
```

Computed properties:
HOMO energy, eV: -9.0
Kohn-Sham gap, eV: 9.64
SMILES: SC(S)S
LUMO energy, eV: 0.607


Which of them is least stable? Easy: arrangement b.


Arrangement a

Density functional theory data (the ωB97M-V functional and the def2-TZVPD basis) for 5 unconnected molecules or ions with the total composition C2H11O6.

ORCA input file:
```
! wB97M-V def2-TZVPD RIJCOSX def2/J DEFGRID3
* xyz -1 1
O -0.270 0.281 1.410
C 0.704 -0.358 0.946
O 0.596 -1.504 0.436
C 2.039 0.367 0.642
H 2.061 0.593 -0.427
H 2.018 1.368 1.074
H 2.800 -0.389 0.815
H -0.459 1.577 2.588
H -0.323 3.152 2.388
O -0.300 2.429 3.054
H 0.180 -1.156 -2.256
H 0.856 -2.094 -1.269
O 0.643 -2.006 -2.224
H -1.540 2.069 -1.451
H -2.151 0.679 -1.363
O -2.264 1.545 -1.801
H -1.310 -1.942 -0.131
H -1.411 -2.218 -1.626
O -1.868 -2.394 -0.807
*
```

Computed properties:
HOMO energy, eV: -5.6
Kohn-Sham gap, eV: 9.02
LUMO energy, eV: 3.398


Arrangement b

Density functional theory data (the ωB97M-V functional and the def2-TZVPD basis) for 5 unconnected molecules or ions with the total composition C2H11O6.

ORCA input file:
```
! wB97M-V def2-TZVPD RIJCOSX def2/J DEFGRID3
* xyz -1 1
O 0.224 -0.174 0.719
C 0.749 0.875 0.234
O 0.425 2.043 0.513
C 1.811 0.688 -0.860
H 1.568 -0.070 -1.615
H 1.791 1.560 -1.532
H 2.837 0.511 -0.542
H -1.700 2.310 0.107
H -1.048 2.493 -1.087
O -1.927 2.226 -0.830
H -1.272 -2.481 0.284
H -0.540 -1.442 -0.366
O -0.792 -2.389 -0.570
H 1.331 -2.916 0.452
H 1.457 -1.343 0.683
O 1.934 -2.206 0.746
H -2.830 -0.004 0.723
H -1.633 0.459 1.370
O -2.383 -0.140 1.572
*
```

Computed properties:
HOMO energy, eV: -5.8
Kohn-Sham gap, eV: 9.52
LUMO energy, eV: 3.727


Which of them is least stable? Easy: arrangement b.


Arrangement a

Density functional theory data (the ωB97M-V functional and the def2-TZVPD basis) for 2 unconnected molecules or ions with the total composition C2H6N2S.

ORCA input file:
```
! wB97M-V def2-TZVPD RIJCOSX def2/J DEFGRID3
* xyz 0 1
C -0.785 -0.014 1.416
C 0.116 -0.815 0.504
H -1.639 0.606 0.942
H -0.016 0.622 1.979
H -0.903 -0.968 2.039
H 0.799 -2.567 -0.058
H 2.205 0.074 -0.803
H 0.038 2.419 -0.072
N 0.401 -2.095 0.810
N 0.786 -0.012 -0.427
S -0.299 1.221 -1.139
*
```

Computed properties:
HOMO energy, eV: -9.1
Kohn-Sham gap, eV: 8.50
LUMO energy, eV: -0.628


Arrangement b

Density functional theory data (the ωB97M-V functional and the def2-TZVPD basis) for a molecular structure, C2H6N2S.

ORCA input file:
```
! wB97M-V def2-TZVPD RIJCOSX def2/J DEFGRID3
* xyz 0 1
C -0.276 -1.705 0.192
C 0.754 0.225 -0.753
H -0.702 -2.962 0.042
H -0.111 -1.643 1.311
H -1.250 -0.719 0.057
H 1.353 0.918 -1.526
H 0.458 2.435 0.070
H -0.893 2.203 0.971
N -0.080 0.624 0.237
N -0.477 1.992 -0.007
S 1.223 -1.368 -0.596
*
```

Computed properties:
HOMO energy, eV: -8.4
Kohn-Sham gap, eV: 9.11
LUMO energy, eV: 0.737


Which of them is least stable? Easy: arrangement a.


Arrangement a

Density functional theory data (the ωB97M-V functional and the def2-TZVPD basis) for a gas-phase ion, C5H12N2 (charge +2).

ORCA input file:
```
! wB97M-V def2-TZVPD RIJCOSX def2/J DEFGRID3
* xyz 2 1
C -1.407 -0.067 -1.708
C -0.960 -0.696 -0.376
C -0.408 0.170 0.721
C 0.833 0.059 1.167
N 1.245 0.904 2.282
C 2.106 0.663 3.183
N -0.589 -0.489 -2.885
H -2.443 -0.331 -1.863
H -1.433 1.020 -1.699
H -1.828 -1.190 0.067
H -0.322 -1.566 -0.567
H -1.082 0.845 1.169
H 1.660 -0.498 0.763
H 0.756 1.794 2.264
H 2.413 1.396 3.919
H 2.638 -0.280 3.173
H -0.255 -1.429 -2.802
H -1.101 -0.415 -3.771
H 0.176 0.109 -3.039
*
```

Computed properties:
HOMO energy, eV: -18.4
Kohn-Sham gap, eV: 10.26
SMILES: C=[NH+]/C=C/CC[NH3+]
LUMO energy, eV: -8.177


Arrangement b

Density functional theory data (the ωB97M-V functional and the def2-TZVPD basis) for a gas-phase ion, C5H12N2 (charge +2).

ORCA input file:
```
! wB97M-V def2-TZVPD RIJCOSX def2/J DEFGRID3
* xyz 2 1
C 1.436 -0.668 0.359
C 0.326 0.367 0.574
C -0.891 0.037 -0.305
C -1.104 -1.123 -0.923
C -2.701 1.263 -1.388
N -1.809 1.127 -0.449
N 2.608 -0.466 1.332
H 0.982 -1.590 0.707
H 1.814 -0.770 -0.656
H 0.695 1.367 0.325
H -0.031 0.247 1.610
H -0.441 -1.959 -0.795
H -1.898 -1.179 -1.651
H -2.509 0.761 -2.336
H -3.604 1.810 -1.141
H -1.545 1.981 0.047
H 3.511 -0.603 0.874
H 2.581 0.493 1.681
H 2.579 -1.095 2.135
*
```

Computed properties:
HOMO energy, eV: -18.3
Kohn-Sham gap, eV: 8.95
SMILES: C=[NH+]C(=C)CC[NH3+]
LUMO energy, eV: -9.355


Arrangement c

Density functional theory data (the ωB97M-V functional and the def2-TZVPD basis) for a gas-phase ion, C5H12N2 (charge +2).

ORCA input file:
```
! wB97M-V def2-TZVPD RIJCOSX def2/J DEFGRID3
* xyz 2 1
C -1.658 0.092 -0.083
C -0.249 -0.313 -0.571
C 0.810 -0.263 0.558
C 0.683 -0.242 1.929
C 3.134 0.235 0.214
N 2.084 -0.384 -0.125
N -2.701 0.335 -1.074
H -2.069 -0.730 0.432
H -1.440 1.065 0.416
H 0.022 0.216 -1.439
H -0.259 -1.344 -0.860
H -0.397 -0.571 2.163
H 1.240 0.607 2.417
H 3.575 0.449 1.278
H 3.850 0.809 -0.406
H 2.181 -0.919 -0.942
H -2.280 0.993 -1.767
H -2.950 -0.666 -1.599
H -3.575 0.630 -0.543
*
```

Computed properties:
HOMO energy, eV: -17.5
Kohn-Sham gap, eV: 8.27
SMILES: C=[NH+]C(=C)CC[NH3+]
LUMO energy, eV: -9.253


Which of them is least stable? Easy: arrangement c.